Record 1
DFT (wB97M-V/def2-TZVPD) results for a molecular structure, C41H58BrNP3RuSiTe4.

LUMO level (alpha / beta): -0.139 / -1.828 eV
Spin multiplicity: 6
HOMO level (alpha / beta): -6.161 / -6.941 eV

CARTESIAN COORDINATES (ANGSTROEM)
Ru -0.1206 0.1734 0.8999
C -1.5284 -3.1941 -3.0565
C -0.7435 -2.2308 -3.9452
C 0.4078 -2.9393 -4.6487
P -0.3072 -0.6327 -3.0466
C -0.9897 0.5547 -4.3482
C -0.7966 0.3062 -5.8496
C -0.6759 2.0093 -4.0272
C 1.5398 -0.4471 -3.0637
C 2.2182 -0.0833 -4.2277
C 3.5763 0.2004 -4.2331
C 4.2909 0.1159 -3.0511
C 3.6409 -0.2759 -1.8900
C 2.2729 -0.5690 -1.8579
Si 1.5337 -1.1599 -0.1938
C 2.9971 -1.4685 0.9804
C 4.0341 -2.3665 0.7024
C 5.0745 -2.5624 1.5923
C 5.1020 -1.8509 2.7879
C 4.0802 -0.9679 3.0873
C 3.0141 -0.7860 2.1985
P 1.6601 0.4241 2.4720
C 1.0269 0.1390 4.2257
C 1.7453 -0.8613 5.1286
C 0.7210 1.4192 5.0076
C 2.6147 2.0296 2.3911
C 3.5479 1.9753 1.1738
C 3.4232 2.4781 3.6119
C 0.9468 -2.9227 -0.5132
C 1.6523 -3.8444 -1.2911
C 1.2382 -5.1617 -1.3901
C 0.0824 -5.5683 -0.7326
C -0.6401 -4.6602 0.0256
C -0.2021 -3.3394 0.1556
P -1.0276 -2.0833 1.2141
C -2.8368 -2.4393 0.8780
C -3.5111 -3.5998 1.6298
C -3.7209 -1.2029 1.0124
C -0.5973 -2.6602 2.9384
C -0.3115 -4.1420 3.1733
C -1.5805 -2.1209 3.9785
H -2.0116 -3.9608 -3.6702
H -2.3051 -2.6722 -2.4922
H -0.8823 -3.6976 -2.3471
H -1.4486 -1.8877 -4.7059
H 1.1666 -3.2558 -3.9290
H 0.8991 -2.3003 -5.3827
H 0.0435 -3.8325 -5.1653
H -2.0608 0.4121 -4.1571
H 0.1956 0.5848 -6.2007
H -1.5000 0.9394 -6.3971
H -0.9852 -0.7225 -6.1555
H 0.3952 2.2184 -4.1046
H -1.0004 2.2647 -3.0221
H -1.1969 2.6710 -4.7260
H 1.6797 -0.0101 -5.1573
H 4.0639 0.4914 -5.1563
H 5.3498 0.3445 -3.0267
H 4.2246 -0.3522 -0.9799
H 4.0302 -2.9160 -0.2329
H 5.8677 -3.2630 1.3584
H 5.9194 -1.9884 3.4854
H 4.1183 -0.4252 4.0207
H 0.0584 -0.2874 3.9841
H 2.6384 -0.4283 5.5851
H 2.0383 -1.7757 4.6141
H 1.0709 -1.1328 5.9457
H -0.0544 1.2050 5.7471
H 0.3540 2.2286 4.3759
H 1.5981 1.7691 5.5490
H 1.8436 2.7788 2.2032
H 4.4689 1.4449 1.4261
H 3.8074 2.9904 0.8661
H 3.1071 1.4716 0.3130
H 3.9738 1.6573 4.0764
H 2.8029 2.9485 4.3677
H 4.1642 3.2166 3.2945
H 2.5337 -3.5206 -1.8382
H 1.7969 -5.8670 -1.9938
H -0.2630 -6.5910 -0.8226
H -1.5444 -4.9997 0.5098
H -2.7962 -2.7014 -0.1846
H -3.9548 -3.2392 2.5577
H -2.8509 -4.4243 1.8845
H -4.3272 -4.0019 1.0250
H -3.8353 -0.9124 2.0599
H -4.7201 -1.4217 0.6229
H -3.3181 -0.3528 0.4696
H 0.3525 -2.1459 3.0800
H -1.2061 -4.7621 3.0846
H 0.0669 -4.2661 4.1921
H 0.4420 -4.5277 2.4897
H -2.4712 -2.7450 4.0377
H -1.8957 -1.0957 3.7716
H -1.1132 -2.1304 4.9671
Te 0.4840 2.3306 -0.4382
Te -0.1260 4.7387 -1.0206
Te -1.1148 4.0166 2.3065
Te -1.8408 1.4541 2.3894
Br -7.0897 2.3961 -3.0450
C -5.3677 2.0522 -2.3436
C -4.6431 3.0697 -1.7523
C -3.3844 2.7595 -1.2540
N -2.8484 1.5439 -1.3159
C -3.5681 0.5828 -1.8873
C -4.8334 0.7778 -2.4192
H -5.0381 4.0740 -1.6777
H -2.7864 3.5298 -0.7779
H -3.0993 -0.3966 -1.9311
H -5.3799 -0.0367 -2.8755

Mulliken atomic charge list, values in e, 2 entries: -1.339, -1.444

Record 2
DFT (wB97M-V/def2-TZVPD) results for a molecular structure, C41H58ClI5N7O5PSr.

LUMO level: -1.313 eV
HOMO level: -6.777 eV

CARTESIAN COORDINATES (ANGSTROEM)
Sr 0.6895 -0.7091 -0.7082
I 0.6129 -3.0920 2.1309
C -1.1662 -2.6726 3.1680
I -1.2972 -0.6938 3.9016
H -1.2034 -3.3277 4.0280
H -1.9883 -2.8451 2.4875
C 5.9530 -1.8919 0.0500
O 4.5872 -1.8452 0.4944
C 3.8259 -0.8194 0.1833
O 2.6304 -0.8756 0.4825
N 4.3802 0.2721 -0.4038
N 3.4281 1.0809 -1.0689
H 6.3443 -2.8303 0.4267
H 6.5198 -1.0583 0.4643
H 5.9875 -1.9084 -1.0406
H 5.2164 0.0791 -0.9401
H 3.2805 0.7041 -2.0051
H 3.7891 2.0249 -1.1278
I 2.3411 0.7734 2.9120
I 1.9947 2.3913 4.9991
I 0.2831 0.0480 -4.7216
C 0.4289 0.9537 -2.7366
H -0.4338 1.6326 -2.7445
H 1.2856 1.6260 -2.8977
O -0.0512 -4.0694 -1.8210
C 1.0811 -3.7265 -2.1159
N 2.0095 -4.5304 -2.7410
C 3.1666 -3.7609 -3.1629
C 2.8590 -2.4448 -2.4095
O 3.6570 -1.5077 -2.3613
N 1.6381 -2.4796 -1.8400
C 4.4899 -4.3176 -2.6396
C 4.5156 -5.3191 -1.6798
C 5.7272 -5.7866 -1.1778
C 6.9231 -5.2547 -1.6330
C 6.9023 -4.2522 -2.5990
C 5.6957 -3.7862 -3.0972
C 3.2012 -3.5947 -4.6813
C 3.1696 -2.3592 -5.3081
C 3.1882 -2.2803 -6.6978
C 3.2522 -3.4298 -7.4665
C 3.2977 -4.6729 -6.8416
C 3.2737 -4.7500 -5.4598
H 1.6784 -5.3243 -3.2649
H 3.5820 -5.7240 -1.3122
H 5.7307 -6.5709 -0.4311
H 7.8655 -5.6253 -1.2498
H 7.8322 -3.8395 -2.9709
H 5.6824 -3.0119 -3.8551
H 3.1052 -1.4520 -4.7246
H 3.1365 -1.3084 -7.1722
H 3.2635 -3.3633 -8.5470
H 3.3551 -5.5786 -7.4319
H 3.3356 -5.7226 -4.9807
C -1.9920 6.8851 0.5375
C -2.2488 6.3426 1.9467
C -2.9151 7.4756 2.7466
C -0.9141 6.0231 2.6311
C -3.2086 5.1067 1.9052
O -4.5237 5.5664 1.5275
C -3.3387 4.4015 3.2673
C -2.4040 3.2330 3.6137
C -2.5228 2.8881 5.0765
C -1.6192 3.3982 6.0043
C -1.7481 3.1261 7.3587
C -2.7953 2.3310 7.7916
Cl -2.9597 1.9759 9.4909
C -3.7114 1.8123 6.8934
C -3.5691 2.0974 5.5429
C -3.0010 4.1245 0.7298
N -1.7623 3.3649 0.5894
C -1.6096 2.0354 0.6201
N -0.3695 1.7073 0.3179
C 0.2109 2.9127 0.0876
N -0.5910 3.9413 0.2224
H -1.4740 7.8447 0.6104
H -2.9332 7.0562 0.0106
H -1.3690 6.2163 -0.0529
H -2.1835 8.2694 2.9071
H -3.2624 7.1628 3.7349
H -3.7509 7.9198 2.2030
H -0.2812 6.9128 2.5945
H -0.3696 5.2164 2.1414
H -1.0506 5.7704 3.6854
H -4.8599 6.1348 2.2288
H -4.3655 4.0290 3.3264
H -3.2472 5.1505 4.0572
H -1.3641 3.4578 3.3751
H -2.6830 2.3601 3.0217
H -0.7925 4.0115 5.6611
H -1.0403 3.5189 8.0763
H -4.5206 1.1892 7.2492
H -4.2865 1.6890 4.8391
H -3.1619 4.6727 -0.1952
H -3.7985 3.3846 0.8048
H -2.4117 1.3523 0.8586
H 1.2460 3.0193 -0.1952
C -3.4105 -1.9344 -3.5929
C -2.2737 -1.5969 -2.6330
P -2.4714 -2.0570 -0.8649
C -4.0411 -1.1816 -0.4548
C -4.5629 -1.4958 0.9464
C -3.0394 -3.8069 -0.9664
C -2.7644 -4.6353 0.2860
H -3.1067 -1.7028 -4.6153
H -4.3138 -1.3590 -3.3838
H -3.6712 -2.9938 -3.5570
H -2.0604 -0.5232 -2.6604
H -1.3515 -2.0783 -2.9681
H -4.7963 -1.4370 -1.2019
H -3.8485 -0.1088 -0.5613
H -4.8808 -2.5371 1.0261
H -5.4253 -0.8756 1.1995
H -3.7972 -1.3220 1.7061
H -2.4996 -4.2435 -1.8069
H -4.1049 -3.8122 -1.2141
H -1.6934 -4.6661 0.4892
H -3.1133 -5.6618 0.1601
H -3.2736 -4.2309 1.1636

Mulliken atomic charge list, values in e, 2 entries: 2.051, 0.168

Record order is preserved below.
Max |F|: 0.02061; 0.05153 hartree/bohr